(1)
C54H64N9P2RuSSi2 as an isolated structure in a non-equilibrium geometry, computed with the ωB97M-V functional and the def2-TZVPD basis.

M, g/mol: 1090.43
E_tot, Eh: -4343.7677
LUMO (spin up / spin down), eV: 0.26 / 0.26
Multiplicity: 2
⟨S²⟩: 0.76
HOMO (spin up / spin down), eV: -6.334 / -6.193

Atoms and positions in Å:
Ru (0.455, 0.421, -0.475)
C (-4.423, -1.531, -4.956)
C (-3.696, -1.033, -3.740)
C (-4.174, 0.020, -2.967)
C (-3.476, 0.450, -1.861)
C (-2.270, -0.118, -1.434)
N (-1.596, 0.370, -0.329)
C (-2.327, 0.800, 0.741)
C (-3.645, 0.300, 0.933)
C (-4.491, 0.732, 1.917)
C (-4.089, 1.673, 2.873)
C (-5.008, 2.124, 3.969)
C (-2.782, 2.087, 2.791)
C (-1.917, 1.674, 1.771)
N (-0.593, 2.232, 1.931)
C (-0.286, 3.503, 2.223)
C (1.084, 3.613, 2.422)
C (1.557, 2.322, 2.228)
N (0.553, 1.484, 1.947)
C (-1.796, -1.179, -2.223)
C (-2.507, -1.617, -3.336)
N (-0.585, -1.876, -1.902)
C (-0.064, -2.958, -2.513)
C (1.029, -3.380, -1.801)
C (1.119, -2.476, -0.747)
N (0.143, -1.578, -0.792)
H (-5.424, -1.105, -5.012)
H (-4.524, -2.615, -4.942)
H (-3.897, -1.264, -5.873)
H (-5.110, 0.501, -3.228)
H (-3.883, 1.245, -1.256)
H (-3.978, -0.478, 0.264)
H (-5.475, 0.286, 1.988)
H (-5.826, 2.735, 3.583)
H (-4.473, 2.712, 4.713)
H (-5.456, 1.274, 4.482)
H (-2.372, 2.713, 3.574)
H (-1.055, 4.252, 2.245)
H (1.645, 4.496, 2.646)
H (2.555, 1.918, 2.257)
H (-2.135, -2.448, -3.911)
H (-0.513, -3.385, -3.385)
H (1.662, -4.218, -2.012)
H (1.830, -2.429, 0.055)
C (2.350, 2.535, -4.174)
Si (1.941, 0.716, -3.901)
C (0.242, 0.382, -4.622)
C (3.179, -0.228, -4.946)
N (1.980, 0.145, -2.302)
P (2.795, 0.486, -0.947)
C (0.646, 0.105, 1.525)
P (-0.206, -1.077, 2.506)
N (-1.381, -1.898, 1.924)
Si (-1.871, -3.479, 1.639)
C (-0.517, -4.774, 1.584)
C (-3.093, -4.035, 2.951)
C (-2.754, -3.592, -0.021)
C (1.076, -2.201, 3.189)
C (2.325, -2.338, 2.600)
C (3.225, -3.295, 3.055)
C (2.893, -4.103, 4.129)
C (1.659, -3.949, 4.753)
C (0.759, -3.010, 4.281)
C (-0.728, -0.231, 4.047)
C (-2.000, -0.515, 4.525)
C (-2.457, 0.059, 5.705)
C (-1.647, 0.937, 6.407)
C (-0.367, 1.219, 5.943)
C (0.094, 0.625, 4.779)
C (3.990, -0.849, -0.616)
C (4.182, -1.873, -1.535)
C (5.104, -2.879, -1.278)
C (5.843, -2.864, -0.106)
C (5.660, -1.840, 0.817)
C (4.736, -0.841, 0.560)
C (3.945, 1.893, -1.139)
C (3.551, 3.168, -0.744)
C (4.360, 4.268, -0.987)
C (5.578, 4.102, -1.628)
C (5.989, 2.833, -2.012)
C (5.182, 1.735, -1.761)
H (1.998, 2.841, -5.162)
H (1.919, 3.193, -3.421)
H (3.429, 2.692, -4.155)
H (0.076, 0.906, -5.564)
H (0.125, -0.684, -4.819)
H (-0.547, 0.666, -3.923)
H (3.232, 0.147, -5.967)
H (4.174, -0.131, -4.507)
H (2.934, -1.289, -4.989)
H (0.036, -4.847, 2.521)
H (-0.972, -5.746, 1.384)
H (0.197, -4.579, 0.787)
H (-2.610, -4.098, 3.927)
H (-3.912, -3.320, 3.031)
H (-3.522, -5.011, 2.730)
H (-2.059, -3.842, -0.823)
H (-3.521, -4.367, -0.004)
H (-3.233, -2.649, -0.280)
H (2.596, -1.669, 1.794)
H (4.188, -3.397, 2.572)
H (3.595, -4.842, 4.490)
H (1.399, -4.568, 5.601)
H (-0.208, -2.909, 4.760)
H (-2.625, -1.183, 3.948)
H (-3.447, -0.175, 6.072)
H (-2.003, 1.389, 7.323)
H (0.277, 1.884, 6.502)
H (1.108, 0.811, 4.451)
H (3.595, -1.868, -2.444)
H (5.250, -3.673, -1.998)
H (6.562, -3.648, 0.093)
H (6.233, -1.824, 1.733)
H (4.593, -0.049, 1.285)
H (2.602, 3.307, -0.250)
H (4.037, 5.254, -0.680)
H (6.210, 4.958, -1.822)
H (6.942, 2.699, -2.505)
H (5.512, 0.748, -2.062)
C (-1.850, 4.119, -4.272)
N (-1.122, 3.314, -3.302)
C (-1.199, 3.311, -1.959)
S (0.230, 2.915, -1.087)
N (-2.279, 3.734, -1.277)
C (-3.625, 4.033, -1.745)
H (-1.340, 3.993, -5.225)
H (-1.825, 5.177, -4.004)
H (-2.877, 3.796, -4.404)
H (-0.212, 2.996, -3.613)
H (-2.172, 3.587, -0.281)
H (-3.972, 3.281, -2.448)
H (-3.691, 5.022, -2.193)
H (-4.274, 4.009, -0.872)

(2)
A 12-piece molecular cluster, C54H72N9O12P3 overall in a non-equilibrium geometry, computed with the ωB97M-V functional and the def2-TZVPD basis.

M, g/mol: 1132.14
E_tot, Eh: -4520.7355
LUMO, eV: 0.38
Energy relative to the best compared isomer or geometry (same formula, charge and spin), eV: 0.3834
HOMO, eV: -9.090

Atoms and positions in Å:
C (18.124, 18.708, 16.003)
O (17.556, 19.364, 14.857)
P (17.533, 20.958, 14.872)
O (17.824, 21.745, 16.035)
O (18.491, 21.239, 13.678)
C (19.412, 22.273, 13.591)
O (16.131, 21.233, 14.269)
C (15.554, 20.286, 13.370)
H (17.480, 18.857, 16.901)
H (19.094, 19.205, 16.340)
H (18.208, 17.665, 15.734)
H (20.396, 21.828, 13.862)
H (19.115, 23.110, 14.235)
H (19.488, 22.495, 12.513)
H (15.523, 19.269, 13.828)
H (16.241, 20.018, 12.479)
H (14.614, 20.712, 13.035)
C (15.424, 20.732, 18.570)
O (15.056, 20.324, 17.190)
P (13.534, 20.605, 16.853)
O (12.538, 19.919, 17.642)
O (13.492, 22.172, 16.853)
C (14.388, 22.977, 16.137)
O (13.512, 20.334, 15.273)
C (12.836, 19.271, 14.743)
H (15.290, 21.856, 18.596)
H (16.498, 20.582, 18.673)
H (14.871, 20.204, 19.361)
H (14.389, 22.736, 15.053)
H (15.374, 22.861, 16.568)
H (14.027, 23.985, 16.281)
H (12.094, 18.863, 15.464)
H (13.597, 18.521, 14.494)
H (12.374, 19.604, 13.829)
C (16.326, 15.893, 13.072)
O (16.474, 16.341, 14.458)
P (15.934, 15.577, 15.675)
O (14.997, 14.512, 15.347)
O (17.242, 15.149, 16.434)
C (17.923, 13.972, 15.964)
O (15.399, 16.698, 16.580)
C (14.139, 16.584, 17.356)
H (15.247, 15.517, 12.974)
H (16.999, 15.044, 12.907)
H (16.371, 16.837, 12.555)
H (17.243, 13.078, 15.985)
H (18.760, 13.826, 16.621)
H (18.307, 14.127, 14.920)
H (14.240, 15.678, 17.976)
H (13.357, 16.416, 16.632)
H (14.050, 17.476, 17.944)
C (9.007, 18.638, 17.342)
C (8.422, 17.693, 16.568)
C (8.695, 16.303, 16.793)
N (9.632, 15.937, 17.683)
C (10.218, 16.854, 18.411)
C (9.889, 18.176, 18.304)
H (8.866, 19.697, 17.109)
H (7.901, 17.919, 15.693)
H (8.274, 15.565, 16.100)
H (10.936, 16.507, 19.159)
H (10.483, 18.895, 18.850)
C (16.073, 12.325, 11.758)
C (15.236, 13.035, 10.969)
C (15.805, 13.742, 9.929)
N (17.102, 13.764, 9.638)
C (17.879, 13.028, 10.470)
C (17.386, 12.262, 11.476)
H (15.857, 11.724, 12.697)
H (14.175, 13.105, 11.182)
H (15.128, 14.348, 9.367)
H (18.876, 12.920, 10.167)
H (18.115, 11.722, 12.145)
C (11.468, 13.377, 18.484)
C (12.495, 13.182, 17.595)
C (13.714, 12.659, 18.028)
N (13.847, 12.266, 19.296)
C (12.838, 12.434, 20.130)
C (11.632, 12.964, 19.759)
H (10.543, 13.916, 18.170)
H (12.350, 13.528, 16.556)
H (14.602, 12.486, 17.369)
H (12.913, 12.253, 21.190)
H (10.758, 12.961, 20.362)
C (12.359, 15.780, 9.551)
C (11.527, 16.202, 10.557)
C (11.973, 17.170, 11.474)
N (13.192, 17.771, 11.354)
C (13.938, 17.399, 10.366)
C (13.577, 16.398, 9.518)
H (11.987, 15.089, 8.838)
H (10.563, 15.728, 10.562)
H (11.378, 17.523, 12.246)
H (14.909, 17.818, 10.346)
H (14.253, 16.133, 8.724)
C (23.006, 14.908, 15.382)
C (22.279, 15.288, 14.307)
C (21.447, 16.433, 14.467)
N (21.451, 17.192, 15.572)
C (22.232, 16.824, 16.581)
C (22.944, 15.620, 16.594)
H (23.646, 14.026, 15.308)
H (22.087, 14.663, 13.483)
H (20.755, 16.832, 13.782)
H (22.084, 17.528, 17.405)
H (23.454, 15.320, 17.413)
C (17.543, 8.580, 17.343)
C (18.663, 9.301, 16.904)
C (18.937, 10.604, 17.443)
N (18.181, 11.064, 18.455)
C (17.050, 10.371, 18.799)
C (16.741, 9.097, 18.386)
H (17.288, 7.699, 16.788)
H (19.219, 8.829, 16.110)
H (19.835, 11.156, 17.277)
H (16.533, 10.930, 19.548)
H (15.887, 8.544, 18.686)
C (10.872, 15.270, 13.950)
C (9.637, 14.930, 13.369)
C (9.561, 13.659, 12.787)
N (10.628, 12.886, 12.638)
C (11.806, 13.233, 13.147)
C (11.912, 14.445, 13.935)
H (10.903, 16.147, 14.624)
H (8.693, 15.535, 13.501)
H (8.616, 13.235, 12.463)
H (12.606, 12.557, 13.111)
H (12.804, 14.734, 14.425)
C (18.039, 19.081, 9.014)
C (18.701, 19.102, 10.297)
C (18.993, 17.874, 10.938)
N (18.740, 16.749, 10.298)
C (18.180, 16.732, 9.117)
C (17.800, 17.863, 8.417)
H (17.679, 20.002, 8.516)
H (18.893, 20.043, 10.769)
H (19.577, 17.783, 11.831)
H (18.101, 15.788, 8.604)
H (17.277, 17.737, 7.496)
C (16.717, 14.720, 20.063)
C (17.815, 15.348, 19.490)
C (17.732, 16.756, 19.158)
N (16.694, 17.499, 19.535)
C (15.718, 16.923, 20.177)
C (15.673, 15.548, 20.508)
H (16.725, 13.654, 20.158)
H (18.576, 14.765, 18.959)
H (18.478, 17.210, 18.562)
H (14.835, 17.475, 20.363)
H (14.807, 15.276, 21.023)

(3)
C54H74AsBN6OPSTi as an isolated structure in a non-equilibrium geometry, computed with the ωB97M-V functional and the def2-TZVPD basis.

M, g/mol: 1019.87
E_tot, Eh: -6355.2020
LUMO (spin up / spin down), eV: -5.81 / -5.42
Multiplicity: 2
Charge: +2
⟨S²⟩: 0.75
Energy relative to the best compared isomer or geometry (same formula, charge and spin), eV: 0.3337
HOMO (spin up / spin down), eV: -12.133 / -12.133

Atoms and positions in Å:
Ti (0.034, -0.040, 0.435)
C (4.598, 2.332, -0.830)
C (3.757, 1.120, -0.634)
C (4.103, -0.204, -0.835)
C (2.980, -0.963, -0.514)
N (1.983, -0.125, -0.152)
N (2.484, 1.147, -0.211)
B (1.728, 2.357, 0.375)
N (1.354, 2.025, 1.832)
N (0.978, 0.755, 2.193)
C (1.165, 0.672, 3.531)
C (1.564, 1.916, 4.016)
C (1.697, 2.739, 2.916)
C (2.122, 4.166, 2.880)
C (1.146, -0.585, 4.366)
C (-0.064, -0.613, 5.309)
C (2.423, -0.617, 5.223)
C (1.195, -1.789, 3.442)
N (0.439, 2.632, -0.423)
N (-0.694, 1.859, -0.327)
C (-1.685, 2.560, -0.942)
C (-1.155, 3.748, -1.434)
C (0.182, 3.765, -1.089)
C (1.188, 4.818, -1.399)
C (-3.149, 2.187, -1.072)
C (-3.944, 3.342, -1.684)
C (-3.732, 1.853, 0.303)
C (-3.292, 0.955, -1.965)
C (2.907, -2.465, -0.632)
C (4.228, -3.091, -0.167)
C (1.775, -3.068, 0.193)
C (2.685, -2.793, -2.116)
H (5.527, 2.055, -1.320)
H (4.090, 3.073, -1.445)
H (4.841, 2.794, 0.127)
H (5.057, -0.569, -1.174)
H (2.414, 3.320, 0.347)
H (1.775, 2.180, 5.037)
H (2.160, 4.551, 3.895)
H (3.115, 4.275, 2.443)
H (1.423, 4.766, 2.298)
H (0.001, 0.207, 6.025)
H (-1.003, -0.525, 4.769)
H (-0.075, -1.549, 5.871)
H (2.446, 0.206, 5.935)
H (2.452, -1.552, 5.784)
H (3.318, -0.558, 4.601)
H (0.376, -1.764, 2.724)
H (2.139, -1.766, 2.897)
H (1.148, -2.718, 4.007)
H (-1.679, 4.511, -1.982)
H (0.756, 5.513, -2.115)
H (1.473, 5.380, -0.509)
H (2.094, 4.393, -1.829)
H (-3.893, 4.239, -1.066)
H (-3.598, 3.584, -2.689)
H (-4.991, 3.048, -1.760)
H (-3.449, 2.601, 1.044)
H (-4.821, 1.819, 0.250)
H (-3.381, 0.877, 0.630)
H (-3.056, 1.186, -3.005)
H (-2.624, 0.183, -1.600)
H (-4.317, 0.580, -1.924)
H (4.478, -2.774, 0.846)
H (4.127, -4.176, -0.175)
H (5.052, -2.822, -0.827)
H (2.015, -3.045, 1.253)
H (0.832, -2.540, 0.025)
H (1.641, -4.112, -0.086)
H (3.462, -2.339, -2.732)
H (2.704, -3.872, -2.275)
H (1.716, -2.404, -2.418)
C (0.158, 0.890, -3.692)
C (0.031, -0.595, -3.997)
S (-1.075, -1.375, -2.777)
O (-0.440, -1.087, -1.414)
C (-0.743, -3.137, -3.149)
C (-1.948, -3.708, -3.886)
H (0.864, 1.349, -4.382)
H (0.533, 1.034, -2.676)
H (-0.797, 1.409, -3.784)
H (1.003, -1.080, -3.942)
H (-0.425, -0.784, -4.970)
H (-0.589, -3.622, -2.186)
H (0.169, -3.224, -3.736)
H (-1.779, -4.760, -4.113)
H (-2.115, -3.184, -4.828)
H (-2.854, -3.629, -3.284)
C (-3.171, -2.303, -0.079)
C (-4.571, -2.813, 0.309)
As (-4.798, -4.585, 1.178)
C (-6.748, -4.635, 1.208)
C (-7.601, -3.600, 0.845)
C (-8.975, -3.745, 0.988)
C (-9.506, -4.919, 1.497)
C (-8.659, -5.953, 1.875)
C (-7.290, -5.805, 1.740)
C (-4.499, -5.771, -0.349)
C (-4.297, -7.115, -0.042)
C (-4.057, -8.045, -1.040)
C (-3.995, -7.635, -2.366)
C (-4.197, -6.300, -2.683)
C (-4.451, -5.374, -1.679)
P (-1.803, -1.931, 1.154)
C (-2.624, -1.083, 2.553)
C (-2.296, 0.265, 2.703)
C (-2.914, 1.061, 3.651)
C (-3.866, 0.502, 4.490)
C (-4.178, -0.847, 4.382)
C (-3.568, -1.636, 3.419)
C (-1.321, -3.588, 1.770)
C (-0.965, -4.565, 0.845)
C (-0.560, -5.822, 1.261)
C (-0.510, -6.117, 2.615)
C (-0.844, -5.143, 3.546)
C (-1.233, -3.882, 3.129)
H (-3.304, -1.354, -0.607)
H (-2.729, -3.008, -0.791)
H (-5.146, -2.843, -0.619)
H (-5.060, -2.078, 0.949)
H (-7.207, -2.674, 0.444)
H (-9.635, -2.936, 0.703)
H (-10.577, -5.027, 1.607)
H (-9.068, -6.868, 2.283)
H (-6.624, -6.605, 2.046)
H (-4.332, -7.430, 0.995)
H (-3.916, -9.088, -0.789)
H (-3.800, -8.354, -3.150)
H (-4.174, -5.980, -3.718)
H (-4.635, -4.340, -1.952)
H (-1.542, 0.703, 2.051)
H (-2.651, 2.107, 3.742)
H (-4.356, 1.114, 5.236)
H (-4.901, -1.293, 5.051)
H (-3.818, -2.686, 3.364)
H (-1.004, -4.359, -0.218)
H (-0.293, -6.577, 0.532)
H (-0.213, -7.104, 2.945)
H (-0.803, -5.371, 4.603)
H (-1.490, -3.136, 3.869)